No. 1
92
Properties=species:S:1:pos:R:3:forces:R:3 method="wB97M-V/def2-TZVPD" spin_multiplicity=6 energy_ha=-3728.19809 lumo_ev="-0.577 / -0.674" gap_ev="4.90 / 5.00"
Mn -7.69099 -6.28326 20.09645 -0.4 0.1 1.2
C -9.32850 -4.86826 14.48064 1.4 1.2 0.8
C -8.48090 -4.40917 15.52358 -0.3 0.1 -0.3
C -8.36525 -5.05499 16.87091 -0.9 -1.6 0.1
C -8.93195 -7.19510 16.87278 -0.7 -0.1 -0.3
C -10.10054 -6.58600 15.93558 0.0 -2.0 3.5
C -10.05401 -5.99306 14.65355 -0.4 -1.4 -1.1
C -9.63499 -5.87872 17.23631 -1.3 -1.0 -2.1
C -10.48000 -5.67829 18.37744 -0.2 0.1 -1.2
C -11.85621 -5.57519 18.46355 0.8 -0.6 -0.6
C -12.05866 -5.55271 19.86021 -4.3 0.1 -3.3
C -10.92086 -5.56891 20.49696 4.5 -0.7 1.1
C -10.69792 -5.52902 21.90455 -2.5 2.2 -0.5
C -11.96104 -5.10454 22.65864 -0.2 -1.1 0.1
C -12.49732 -6.08571 23.51705 0.3 1.3 -0.1
C -13.51847 -5.81579 24.39782 -0.3 1.8 -0.8
C -14.06425 -4.51530 24.34042 0.1 -0.5 0.0
C -13.62604 -3.54657 23.44045 0.4 -1.4 -0.6
C -12.61619 -3.87231 22.53880 1.2 -0.8 0.8
C -9.52342 -5.42238 22.54258 -1.1 -0.6 0.8
N -8.33588 -5.96237 22.16039 0.8 -0.1 -2.4
C -7.50563 -5.70338 23.18601 3.3 0.3 1.4
C -6.17566 -6.13569 23.30622 0.2 -0.4 0.0
C -5.35273 -5.85551 24.51771 -1.7 -1.1 0.9
C -4.17465 -5.17301 24.56025 2.7 3.1 -2.1
C -3.49252 -4.82578 25.73546 -1.7 -1.6 0.2
C -4.01237 -5.43397 26.87642 2.5 1.0 1.5
C -5.13438 -6.21542 26.89647 -1.1 -0.1 -0.3
C -5.83019 -6.40038 25.71984 -0.7 -0.3 -0.5
C -5.51746 -6.99399 22.40303 0.4 0.9 -4.1
C -4.26279 -7.66743 22.41583 -1.4 0.8 1.0
C -4.00228 -8.20202 21.18027 -0.9 0.8 0.9
C -4.99656 -7.76940 20.29841 0.4 0.9 -1.5
N -5.88232 -6.94937 20.98388 -1.2 -1.1 -0.2
C -4.81239 -7.89706 18.79828 -2.5 0.2 3.3
C -5.78488 -7.41206 17.97402 1.0 0.1 -0.3
C -5.57381 -7.45280 16.54855 0.7 -0.6 -1.8
C -6.55013 -6.79350 15.94908 -0.8 -0.6 1.0
C -7.60586 -6.45806 16.95615 1.7 0.4 -1.2
N -6.93129 -6.70844 18.21340 -0.9 0.5 2.4
C -3.67179 -8.68695 18.31254 0.7 0.9 -0.4
C -2.43927 -8.04854 18.19152 0.0 -1.5 -0.1
C -1.33057 -8.77889 17.80070 0.6 0.5 0.0
C -1.41641 -10.07205 17.37285 -2.2 -1.2 0.5
C -2.65675 -10.73526 17.53257 0.7 0.7 -0.5
C -3.76090 -10.03271 17.97570 -1.2 -0.6 1.3
C -8.14955 -4.91266 24.22851 -0.8 -0.3 -0.5
C -9.44279 -4.83157 23.86079 0.2 0.1 -0.1
N -9.88169 -5.65371 19.55761 1.8 -0.3 2.3
H -9.38853 -4.31473 13.56077 0.3 0.1 -0.3
H -7.85089 -3.54046 15.37768 -0.1 0.0 -0.2
H -8.06453 -4.41564 17.69575 0.1 0.2 -0.2
H -10.93274 -7.35160 16.06252 0.9 1.4 0.1
H -10.58737 -6.59937 13.89818 0.3 1.1 0.1
H -12.50021 -5.61928 17.57055 0.1 0.2 1.0
H -13.04763 -5.55781 20.18722 -1.2 0.2 1.3
H -12.00573 -7.01290 23.53203 0.6 -1.2 0.1
H -13.88017 -6.53629 25.10332 -0.2 -0.2 0.2
H -14.87179 -4.29924 25.00063 -0.5 0.3 0.5
H -14.05278 -2.58066 23.34481 -0.6 0.7 0.3
H -12.16310 -3.16470 21.87200 -0.2 0.4 -0.3
H -3.68553 -4.69962 23.63063 -1.3 -1.0 1.1
H -2.64614 -4.14980 25.81193 -0.1 -0.3 -0.4
H -3.38276 -5.29733 27.78401 -0.9 -0.1 -0.4
H -5.58793 -6.58059 27.80302 0.4 -0.2 0.3
H -6.78022 -6.97994 25.66423 0.9 0.5 0.3
H -3.66019 -7.56538 23.28630 0.6 -0.7 0.5
H -3.14183 -8.71947 20.92677 1.4 -0.9 -0.5
H -4.78247 -7.99939 15.99393 -0.4 0.6 0.8
H -6.75552 -6.74394 14.93230 -0.1 0.2 -1.7
H -2.28380 -7.03076 18.41297 -0.2 1.1 0.5
H -0.36540 -8.32732 17.90700 0.4 0.4 -0.4
H -0.63189 -10.65862 16.96947 1.0 -0.1 -0.1
H -2.69876 -11.77942 17.29116 -0.2 -0.3 -0.1
H -4.72619 -10.51575 18.29050 1.0 0.2 -0.8
H -7.68645 -4.51367 25.10226 0.3 0.0 0.3
H -10.32574 -4.39489 24.30518 0.4 0.1 0.3
C -11.91019 -9.30602 19.09406 0.5 -0.5 -1.6
N -10.65258 -9.06697 19.75859 -1.3 0.9 1.4
C -10.61984 -8.75329 21.25627 1.0 1.3 -1.4
C -9.09635 -8.96613 21.46421 -0.8 0.5 2.1
N -8.58513 -8.61627 20.15570 0.9 0.3 -0.5
C -9.50914 -8.76295 19.21354 0.2 -1.2 -1.3
S -9.17916 -8.95377 17.40542 0.0 1.8 1.3
H -12.59022 -9.74990 19.77803 -0.5 -0.4 0.7
H -11.69875 -10.05611 18.29699 -0.5 0.7 0.4
H -12.37981 -8.40781 18.68477 0.3 0.1 0.0
H -11.34086 -9.33943 21.79756 0.2 -0.7 0.2
H -10.89177 -7.67915 21.41662 0.2 -0.9 -0.4
H -8.99484 -10.04193 21.70531 0.7 0.5 -0.2
H -8.65621 -8.24686 22.24103 -0.6 -1.3 -1.0
H -7.60035 -8.59528 19.90395 0.1 -0.4 0.1

---

No. 2
92
Properties=species:S:1:pos:R:3:forces:R:3 method="wB97M-V/def2-TZVPD" charge=+1 spin_multiplicity=3 energy_ha=-2233.54205 lumo_ev="-2.693 / -3.641" gap_ev="5.84 / 7.12"
W -0.15305 0.47797 0.16880 2.4 2.2 -0.2
O -0.63246 0.63336 -1.55046 -0.7 -0.1 -1.7
C -0.90231 -0.16551 -2.68680 -0.1 -0.5 -0.7
C -0.61942 -1.60747 -2.21848 -0.1 0.3 0.1
C -1.48429 -1.99756 -1.05574 0.3 0.2 0.2
C -2.43882 -2.98004 -1.22086 -0.2 -0.2 0.0
C -3.19133 -3.40177 -0.14154 0.2 0.2 0.1
C -2.94925 -2.81174 1.08543 -0.2 -0.3 -0.1
C -2.00384 -1.81464 1.21192 0.4 0.3 -0.1
C -1.80108 -1.19427 2.56964 0.3 0.1 -0.1
C -0.34027 -0.84456 2.89939 -0.2 -0.6 0.4
O 0.04555 0.08176 1.89297 0.1 -0.9 2.1
C -0.29982 -0.16795 4.26371 0.1 0.2 -0.2
C -0.51317 1.20420 4.35441 -0.1 -0.1 0.0
C -0.50976 1.83406 5.58953 0.0 0.0 0.0
C -0.30804 1.09208 6.74372 0.0 0.0 0.1
C -0.11219 -0.27776 6.65819 0.0 0.0 0.0
C -0.10315 -0.90731 5.42241 0.0 -0.1 -0.1
C 0.61374 -2.03272 2.82231 0.0 0.1 0.0
C 0.18937 -3.35415 2.88170 0.0 0.1 0.0
C 1.11300 -4.38828 2.80252 0.0 -0.1 0.0
C 2.46310 -4.11110 2.66668 0.0 -0.1 0.0
C 2.89294 -2.79229 2.62241 0.0 0.0 0.0
C 1.97445 -1.76028 2.70538 0.0 0.0 0.0
N -1.27031 -1.38092 0.14476 -1.2 -1.5 -0.3
C 0.01573 0.26657 -3.82771 0.1 0.1 0.1
C 0.83898 -0.61610 -4.51354 0.0 -0.1 0.1
C 1.61030 -0.17113 -5.57917 0.0 0.0 -0.1
C 1.57236 1.15891 -5.96328 0.0 -0.1 0.0
C 0.76503 2.04952 -5.26839 0.0 0.0 0.0
C -0.00858 1.60510 -4.21093 0.0 0.0 0.0
C -2.35507 0.01980 -3.12004 0.0 0.3 0.2
C -3.09154 1.09837 -2.64038 0.1 -0.1 0.0
C -4.38855 1.31284 -3.08464 0.0 0.0 0.0
C -4.96285 0.44649 -4.00105 -0.1 0.0 0.0
C -4.23223 -0.63106 -4.48177 0.0 0.0 0.0
C -2.93273 -0.83895 -4.04841 0.1 0.0 0.0
H 0.43009 -1.64961 -1.91418 0.0 -0.1 -0.1
H -0.78360 -2.30589 -3.03355 0.0 0.0 0.0
H -2.58370 -3.42393 -2.19542 0.1 0.0 0.0
H -3.93019 -4.18414 -0.24735 0.0 0.0 0.0
H -3.49729 -3.13316 1.96079 0.0 0.0 0.0
H -2.20446 -1.84664 3.34144 0.0 0.0 0.0
H -2.35078 -0.25295 2.61485 -0.1 0.0 0.1
H -0.69113 1.78131 3.45579 0.0 0.0 0.0
H -0.66523 2.90371 5.64452 0.0 0.0 0.0
H -0.30163 1.58287 7.70812 0.0 0.0 0.0
H 0.04174 -0.86234 7.55572 0.0 0.0 0.0
H 0.06816 -1.97519 5.35551 0.0 0.0 0.0
H -0.85743 -3.60009 3.00323 0.0 0.0 0.0
H 0.77073 -5.41435 2.84736 0.0 0.0 0.0
H 3.17740 -4.92095 2.59776 0.0 0.0 0.0
H 3.94794 -2.57065 2.52108 0.0 0.0 0.0
H 2.30393 -0.72924 2.67643 0.0 0.0 0.0
H 0.89996 -1.65969 -4.23357 0.0 0.0 0.0
H 2.24167 -0.87188 -6.10982 0.0 0.0 0.0
H 2.16956 1.50023 -6.79829 0.0 0.0 0.0
H 0.73287 3.09034 -5.56288 0.0 0.0 0.0
H -0.64017 2.30412 -3.67542 0.0 0.0 0.0
H -2.63827 1.77887 -1.93131 0.0 0.0 0.0
H -4.94842 2.16756 -2.72556 0.0 0.0 0.0
H -5.97268 0.61377 -4.35187 0.0 0.0 0.0
H -4.66990 -1.30512 -5.20626 0.0 0.0 0.0
H -2.35542 -1.66233 -4.45347 0.0 0.0 0.0
C 1.81148 -0.03023 -0.27602 -0.7 0.3 0.2
C 3.02837 -0.07289 -0.34898 -0.2 -0.1 -0.2
C 4.44844 -0.12248 -0.43385 0.2 0.0 0.1
C 5.20419 -0.16098 0.74377 0.0 0.0 -0.1
C 6.58543 -0.20074 0.68167 0.0 0.0 0.0
C 7.22573 -0.20064 -0.55060 0.0 0.0 0.0
C 6.48167 -0.15398 -1.72173 0.0 0.0 0.0
C 5.09929 -0.11429 -1.67032 0.0 0.0 0.0
H 4.69478 -0.14907 1.69876 0.0 0.0 0.0
H 7.16278 -0.22808 1.59647 0.0 0.0 0.0
H 8.30626 -0.23296 -0.59679 0.0 0.0 0.0
H 6.98440 -0.14588 -2.67985 0.0 0.0 0.0
H 4.51213 -0.07273 -2.57828 0.0 0.0 0.0
N -3.43346 3.23024 0.50111 0.0 -0.1 0.0
C -3.34301 1.89292 0.70155 0.0 -0.1 0.0
N -2.07824 1.52378 0.81530 0.0 0.2 0.0
C -1.32815 2.67554 0.69621 -0.3 0.8 0.5
C 0.13164 2.69700 0.69912 -0.6 -0.3 0.1
C 0.60534 4.01906 0.26024 0.3 -0.2 -0.3
C -0.22891 5.08986 0.06785 -0.1 0.0 0.0
C -1.63399 5.03161 0.20597 -0.1 0.2 -0.1
C -2.16016 3.76070 0.46538 0.3 -0.3 0.0
H -4.29109 3.75136 0.42771 0.0 0.0 0.0
H -4.19777 1.24126 0.77225 0.0 0.0 -0.1
H 0.59738 2.46337 1.66711 0.0 -0.1 0.0
H 1.67604 4.16253 0.19050 0.0 0.1 0.0
H 0.21145 6.04863 -0.17484 0.0 0.0 0.0
H -2.25626 5.90896 0.10402 0.0 0.0 -0.1

---

No. 3
104
Properties=species:S:1:pos:R:3:forces:R:3 method="wB97M-V/def2-TZVPD" charge=+1 spin_multiplicity=5 energy_ha=-3708.33941 lumo_ev="-3.857 / -5.462" gap_ev="6.03 / 5.38"
Ru -0.94367 0.90388 0.05612 0.0 0.8 -0.1
C 3.87259 4.13135 0.04955 0.0 0.0 0.0
C 2.89038 4.96719 -0.48392 0.1 0.0 0.0
C 1.57618 4.57304 -0.52152 0.0 0.1 -0.1
C 1.19798 3.28230 -0.03208 0.3 -0.1 0.0
C 2.21779 2.45541 0.53208 -0.1 -0.1 0.1
C 3.51886 2.87843 0.56572 0.0 0.0 0.0
N -0.06572 2.85386 -0.10007 -0.2 0.2 -0.1
N -0.95304 3.90035 -0.42852 0.0 -0.3 0.1
C -2.19229 3.50554 -0.24154 -0.1 0.3 -0.1
C -3.23971 4.46416 -0.40381 0.0 0.0 0.0
C -4.54633 4.09643 -0.21762 0.1 0.0 0.0
C -4.85218 2.78084 0.13461 0.0 0.0 0.0
C -3.83909 1.81533 0.28723 -0.1 0.0 0.0
C -2.53016 2.15876 0.09639 -0.1 -0.2 0.1
H 4.90648 4.45105 0.07105 0.0 0.0 0.0
H 3.16507 5.93834 -0.87485 0.0 0.0 0.0
H 0.81547 5.20766 -0.94618 0.0 0.0 0.0
H 1.94320 1.49441 0.94139 0.0 0.1 0.0
H 4.27827 2.23496 0.99085 0.0 0.0 0.0
H -2.95385 5.47083 -0.67960 0.0 0.0 0.0
H -5.33917 4.82050 -0.34855 0.0 0.0 0.0
H -5.88280 2.48207 0.27718 0.0 0.0 0.0
H -4.13484 0.80404 0.53359 0.1 0.0 0.0
N -5.06421 -4.76315 7.58155 0.1 0.1 -0.1
C -4.61840 -4.12374 6.73673 -0.1 -0.1 0.1
C -4.05947 -3.32503 5.67956 0.0 0.0 0.0
C -3.14101 -3.88848 4.79824 0.0 0.0 0.0
C -2.60805 -3.11624 3.77984 0.0 -0.1 0.0
C -2.97804 -1.78163 3.64570 0.0 0.1 0.0
C -3.89324 -1.22147 4.53318 0.0 0.0 0.0
C -4.44063 -1.99141 5.54453 0.0 0.0 0.0
C -2.39620 -0.96262 2.55017 0.0 0.0 0.0
C -1.55664 0.11439 2.91585 0.0 -0.1 -0.1
C -1.20603 0.47909 4.21822 0.1 0.0 0.0
C -0.37028 1.59461 4.12867 0.0 0.0 0.0
C -0.24314 1.88016 2.78058 0.0 0.1 0.0
N -0.92825 0.98369 2.02627 0.1 -0.1 0.0
C -2.70714 -1.30244 1.25845 0.0 0.0 0.0
C -3.58697 -2.33070 0.80955 0.0 0.0 0.1
C -3.60431 -2.28573 -0.56056 0.0 0.0 0.0
C -2.74947 -1.22666 -0.93418 0.0 0.0 -0.1
N -2.20901 -0.64366 0.13407 0.1 -0.1 -0.2
H -2.85226 -4.92443 4.91261 0.0 0.0 0.0
H -1.90022 -3.54899 3.08271 0.0 0.0 0.0
H -4.18183 -0.18305 4.42510 0.0 0.0 0.0
H -5.16247 -1.56719 6.22899 0.0 0.0 0.0
H -1.53439 -0.02087 5.11600 0.0 0.0 0.0
H 0.07061 2.15525 4.93753 0.0 0.0 0.0
H 0.28469 2.70208 2.33309 0.0 0.0 0.0
H -4.13574 -3.00068 1.45348 0.0 0.0 0.0
H -4.16571 -2.90760 -1.24001 0.0 0.0 0.0
H -2.55098 -0.85852 -1.92790 0.0 -0.1 0.1
O 0.93224 0.35732 -0.74123 -0.2 -0.3 0.2
P 1.90470 -0.27951 -1.71698 0.1 -0.1 -0.1
C 2.02975 0.62702 -3.24549 0.0 0.0 0.0
C 2.42187 1.96566 -3.18096 0.0 0.0 -0.1
C 2.53472 2.70976 -4.33968 0.0 0.0 0.0
C 2.25435 2.12183 -5.56808 0.0 0.0 0.0
C 1.86835 0.79282 -5.63729 0.0 0.0 0.0
C 1.75782 0.04017 -4.47688 0.0 -0.1 0.0
C 1.47045 -1.97053 -2.10444 0.1 -0.1 0.0
C 2.43051 -2.97999 -2.13287 0.0 0.0 0.0
C 2.05912 -4.27515 -2.46670 0.0 0.0 0.0
C 0.73489 -4.56002 -2.77171 0.0 0.0 0.0
C -0.22116 -3.55123 -2.75567 0.0 0.0 0.0
C 0.14706 -2.25747 -2.42825 0.0 0.0 0.0
C 3.54538 -0.31655 -0.97299 -0.1 0.0 0.0
C 4.69278 0.01472 -1.68549 0.0 0.0 -0.1
C 5.93666 -0.04557 -1.06746 0.0 0.0 0.0
C 6.03712 -0.44512 0.25629 0.0 0.0 0.0
C 4.89178 -0.78114 0.97205 0.0 0.0 0.0
C 3.65177 -0.71376 0.36001 0.0 0.1 0.0
H 2.64178 2.42218 -2.22597 0.0 0.0 0.1
H 2.83098 3.74989 -4.28894 0.0 0.0 0.0
H 2.33349 2.70726 -6.47538 0.0 0.0 0.0
H 1.64300 0.34117 -6.59447 0.0 0.0 0.0
H 1.44604 -0.99584 -4.53374 0.0 0.1 0.0
H 3.46446 -2.76303 -1.89184 0.0 0.0 0.0
H 2.80343 -5.06092 -2.49203 0.0 0.0 0.0
H 0.44787 -5.57035 -3.03516 0.0 0.0 0.0
H -1.25012 -3.77254 -3.01059 0.0 0.0 0.0
H -0.58287 -1.45946 -2.44308 0.0 0.0 0.0
H 4.62005 0.31877 -2.72261 0.0 0.0 0.0
H 6.82635 0.21529 -1.62626 0.0 0.0 0.0
H 7.00786 -0.49636 0.73397 0.0 0.0 0.0
H 4.96774 -1.09123 2.00714 0.0 0.0 0.0
H 2.75923 -0.94587 0.92243 -0.1 0.0 0.0
F -1.27210 1.00220 -2.03395 -0.1 0.0 -0.1
P -2.02566 1.41458 -3.66368 0.0 0.1 0.2
F -2.64959 1.71809 -5.06805 -0.1 0.0 -0.1
F -3.35449 0.71909 -3.09217 0.0 0.0 0.0
F -1.47713 -0.02946 -4.08610 0.0 -0.1 -0.1
F -0.61565 2.05087 -4.00844 0.1 0.1 0.0
F -2.48534 2.79061 -3.00750 0.0 0.0 0.1
C 1.34584 -3.73372 1.43648 0.0 0.0 0.0
C 0.85416 -2.35085 1.77857 -0.1 0.0 -0.2
N 1.18854 -1.87405 3.00359 0.0 -0.1 -0.1
O 0.21398 -1.69025 0.96790 0.3 -0.2 0.4
H 1.82623 -4.24784 2.26816 0.0 0.0 0.0
H 2.04844 -3.65286 0.60599 0.0 0.0 0.0
H 0.49823 -4.31942 1.08104 0.0 0.0 0.0
H 1.62832 -2.46632 3.68455 0.0 0.0 0.0
H 0.81618 -0.98863 3.30845 0.0 0.1 0.0